# 1
Density functional theory data (ωB97M-V/def2-TZVPD) for a 2-piece molecular cluster, C3H6 overall in a non-equilibrium geometry.

Structure (XYZ):
```
9
Properties=species:S:1:pos:R:3:forces:R:3:nbo_charge:R:1
C -1.1761 -0.9863 -0.1054 -3.15 0.75 2.39 -0.50
C -0.1435 -0.3249 0.3473 2.11 -1.41 1.67 0.09
C 0.8931 0.1915 1.0235 -0.19 0.05 0.19 -0.53
H -2.0645 -0.9617 0.7492 1.88 0.21 -2.51 0.23
H -1.5229 -1.3811 -1.0751 1.06 -0.07 0.68 0.25
H 0.7917 1.3572 -2.0253 0.38 0.52 -0.80 0.01
H 1.5680 -0.0407 1.9857 -1.85 -0.43 -2.71 0.25
H 0.5059 1.0138 -1.4632 -0.37 -0.38 0.53 -0.01
H 1.1482 1.1322 0.5632 0.12 0.77 0.56 0.22
```
Forces are in eV/Å.

Results
* HOMO energy: -9.06 eV
* multiplicity: 1
* net charge: 0
* Kohn-Sham gap: 0.3631 Ha
* relative energy (zero: lowest compared OMol25 entry of this formula, charge and spin): 76.8 kcal per mole


# 2
Density functional theory data (ωB97M-V/def2-TZVPD) for one molecule with the formula C5H8O in a non-equilibrium geometry.

Structure (XYZ):
```
14
Properties=species:S:1:pos:R:3:forces:R:3:nbo_charge:R:1
C -0.3828 -0.2171 -1.6427 -0.11 -0.01 -0.10 -0.61
C 0.3657 0.7215 -0.7054 -0.14 0.01 0.08 -0.42
C 0.9068 -0.1112 0.4562 -1.32 -0.52 0.42 0.09
O 1.6847 0.6025 1.3801 -0.34 0.22 0.19 -0.70
C -0.4137 -0.5469 1.3175 0.21 -0.60 -0.89 -0.08
C -1.4689 -0.7291 1.9135 1.26 0.04 -0.86 -0.27
H 0.3035 -0.9535 -2.0814 -0.13 0.15 0.05 0.20
H -0.8669 0.3242 -2.4564 0.01 -0.05 0.03 0.22
H -1.1437 -0.7653 -1.0778 0.02 0.07 -0.23 0.22
H -0.2907 1.4753 -0.2618 -0.06 0.04 -0.26 0.21
H 1.1602 1.2551 -1.2487 0.02 -0.29 0.38 0.22
H 1.5939 -0.8759 0.0122 -1.16 -0.19 0.72 0.20
H 0.9811 0.7831 2.0087 0.69 0.79 0.81 0.48
H -2.4291 -0.9624 2.3859 1.05 0.33 -0.35 0.25
```
Forces are in eV/Å.

Results
* HOMO energy: -10.29 eV
* multiplicity: 1
* net charge: 0
* Kohn-Sham gap: 0.4168 Ha
* relative energy (zero: lowest compared OMol25 entry of this formula, charge and spin): 66.7 kcal per mole


# 3
Density functional theory data (ωB97M-V/def2-TZVPD) for C39H60CsN6O2PSbSe4 as an isolated structure in a non-equilibrium geometry.

Structure (XYZ):
```
114
Properties=species:S:1:pos:R:3:forces:R:3:lowdin_charge:R:1
Cs -1.4090 0.0118 -0.0609 -1.83 1.36 -2.59 1.34
C -2.6722 -1.6421 -3.0655 0.19 0.15 -0.09 -0.08
N -1.2707 -1.2484 -3.2296 -0.18 -0.21 0.06 -0.21
C -0.3903 -2.2613 -2.6833 0.02 0.05 -0.01 -0.14
C -0.9098 -0.7406 -4.4977 0.04 0.08 0.00 -0.18
C 0.0727 -1.3565 -5.2717 0.01 0.04 -0.09 -0.04
C 0.4782 -0.8244 -6.4919 -0.03 0.01 0.02 -0.11
C -0.1046 0.3419 -6.9595 -0.04 -0.01 0.05 -0.10
C -1.0906 0.9640 -6.2045 0.03 -0.02 0.03 -0.04
C -1.5107 0.4544 -4.9717 -0.14 -0.08 0.18 -0.23
N -2.3826 1.1632 -4.1413 0.08 0.08 -0.15 0.12
C -3.5223 1.6655 -4.6163 0.05 -0.16 0.01 -0.22
C -4.1538 1.1607 -5.8106 0.09 0.12 0.13 -0.04
C -5.3885 1.5610 -6.2206 -0.03 0.09 0.10 -0.10
C -6.0777 2.5409 -5.4716 0.00 -0.07 -0.10 -0.09
C -5.5306 3.0562 -4.3282 0.09 -0.08 0.03 -0.03
C -4.2592 2.6509 -3.8332 -0.07 0.12 -0.18 -0.14
N -3.8024 3.1897 -2.6762 0.04 -0.04 0.27 -0.13
C -2.4067 3.5023 -2.3645 -0.21 -0.13 -0.02 -0.03
C -4.7157 3.8390 -1.7292 0.08 0.07 -0.15 -0.07
H -2.8701 -2.6258 -3.5144 0.02 -0.02 0.01 0.09
H -2.9178 -1.6913 -2.0021 0.00 -0.09 -0.05 0.05
H -3.3268 -0.9091 -3.5218 -0.03 0.07 -0.03 0.08
H -0.4720 -3.2334 -3.1986 0.00 0.03 0.02 0.10
H 0.6464 -1.9211 -2.7338 -0.06 -0.04 0.05 0.09
H -0.6377 -2.4113 -1.6327 0.01 -0.08 -0.01 0.04
H 0.5403 -2.2687 -4.9213 -0.06 0.07 -0.05 0.09
H 1.2473 -1.3268 -7.0676 -0.03 0.03 0.03 0.09
H 0.2112 0.7765 -7.9009 -0.02 -0.01 0.05 0.10
H -1.5232 1.8994 -6.5367 -0.02 0.00 -0.03 0.12
H -3.6319 0.3902 -6.3587 0.07 -0.03 -0.02 0.10
H -5.8381 1.1242 -7.1044 0.01 0.03 0.04 0.10
H -7.0427 2.9047 -5.8070 0.06 -0.03 0.02 0.10
H -6.0661 3.8340 -3.8072 0.00 0.00 0.05 0.10
H -2.2706 4.5863 -2.4200 -0.03 0.04 0.01 0.09
H -2.1931 3.2063 -1.3346 -0.03 -0.03 0.00 0.07
H -1.7234 3.0013 -3.0340 -0.01 -0.06 -0.10 0.07
H -4.6882 4.9275 -1.8263 -0.02 0.02 -0.05 0.07
H -5.7347 3.4881 -1.8520 0.02 -0.10 -0.01 0.09
H -4.4015 3.6014 -0.7128 0.08 0.01 0.07 -0.01
O 0.6429 -1.2543 0.3120 2.43 -1.07 0.51 -0.68
P 2.0703 -1.3338 0.8178 -0.36 -0.02 -0.51 0.81
C 2.0556 -2.1152 2.4500 -0.02 0.15 0.26 -0.32
C 0.9686 -1.4922 3.3440 0.06 -0.10 0.05 -0.18
C 0.5819 -2.4945 4.4434 0.09 0.01 0.03 -0.17
C 1.7807 -3.3557 4.8955 -0.01 0.08 -0.06 -0.19
C 3.0936 -2.5946 4.7165 -0.07 0.00 -0.06 -0.19
C 3.3748 -2.2939 3.2290 -0.13 -0.02 0.10 -0.17
C 2.8603 0.3132 0.6807 -0.07 0.14 0.22 -0.31
C 1.7834 1.4234 0.8662 0.23 -0.10 0.10 -0.21
C 2.4539 2.7586 1.1814 0.06 -0.11 0.03 -0.19
C 3.1367 2.7074 2.5570 0.01 -0.09 -0.02 -0.17
C 3.6960 1.3024 2.8567 -0.07 0.06 -0.14 -0.19
C 4.1059 0.6166 1.5528 -0.16 0.08 -0.02 -0.19
C 3.0207 -2.3949 -0.3166 0.11 -0.21 0.04 -0.34
C 4.5573 -2.5243 -0.0768 -0.16 -0.08 -0.03 -0.16
C 4.9968 -3.9832 0.0585 -0.10 0.00 -0.07 -0.21
C 4.5738 -4.8193 -1.1541 -0.11 0.08 0.03 -0.18
C 3.0949 -4.5693 -1.5530 0.13 0.06 0.08 -0.18
C 2.3468 -3.7687 -0.4872 0.13 0.02 0.00 -0.20
H 1.6819 -3.1067 2.1653 -0.03 -0.06 0.04 0.12
H 0.0910 -1.2400 2.7522 0.06 -0.02 0.00 0.08
H 1.3420 -0.5645 3.7888 -0.01 -0.03 -0.02 0.11
H -0.2173 -3.1385 4.0696 -0.02 0.00 0.02 0.11
H 0.1710 -1.9467 5.2964 0.02 -0.02 -0.03 0.11
H 1.8235 -4.2825 4.3117 -0.01 0.04 0.02 0.11
H 1.6562 -3.6545 5.9377 0.00 -0.03 -0.02 0.11
H 3.9293 -3.1560 5.1379 0.00 0.01 0.02 0.11
H 3.0343 -1.6551 5.2756 0.01 -0.02 -0.03 0.12
H 3.9567 -3.1084 2.7890 -0.03 0.01 0.00 0.10
H 3.9872 -1.3963 3.1704 0.00 -0.04 0.01 0.08
H 3.1682 0.3039 -0.3700 0.04 0.09 -0.06 0.12
H 1.1057 1.1563 1.6848 0.02 0.07 -0.10 0.08
H 1.1735 1.5041 -0.0365 0.09 -0.05 0.05 0.08
H 1.7155 3.5558 1.1732 -0.03 0.06 -0.02 0.10
H 3.1843 2.9892 0.3984 -0.02 -0.01 0.01 0.11
H 2.4141 2.9936 3.3241 0.02 -0.01 0.00 0.11
H 3.9472 3.4395 2.5912 -0.03 0.00 0.01 0.11
H 2.9333 0.6968 3.3572 0.06 0.04 -0.01 0.09
H 4.5442 1.3637 3.5410 0.00 0.00 0.01 0.11
H 4.7005 -0.2730 1.7406 0.02 0.01 -0.01 0.07
H 4.7579 1.2951 0.9948 -0.01 -0.01 -0.01 0.12
H 2.8509 -1.8622 -1.2592 0.07 0.00 -0.07 0.11
H 4.8732 -1.9781 0.8107 -0.01 -0.01 -0.02 0.08
H 5.0920 -2.0748 -0.9173 -0.01 0.03 0.00 0.12
H 4.5645 -4.4107 0.9688 0.02 0.02 -0.03 0.10
H 6.0811 -4.0290 0.1830 -0.02 0.00 0.01 0.11
H 4.7309 -5.8758 -0.9300 0.00 -0.01 -0.01 0.10
H 5.2286 -4.5810 -1.9956 -0.01 -0.01 -0.01 0.11
H 2.5853 -5.5154 -1.7373 -0.01 -0.02 -0.01 0.11
H 3.0506 -4.0048 -2.4898 0.00 -0.03 0.01 0.11
H 2.3457 -4.3255 0.4562 0.00 0.04 -0.03 0.11
H 1.3040 -3.6284 -0.7709 -0.01 0.02 0.01 0.10
Se -2.0228 6.1066 4.2019 0.03 -0.33 -0.36 -0.24
Sb -3.9520 5.5323 2.7583 0.01 -0.46 0.59 -0.45
Se -3.6795 6.8314 0.6140 -0.10 0.20 -0.10 -0.04
Se -6.0570 6.3635 3.6537 0.18 0.07 -0.34 -0.26
Se -4.0501 3.1553 2.0715 0.09 0.22 -0.02 -0.15
C -3.0687 -0.9122 4.8394 0.15 0.14 -0.04 -0.01
N -2.1969 0.1240 4.2880 -0.12 0.09 0.09 -0.03
C -1.7810 1.1640 5.0756 -0.11 -0.28 -0.02 -0.04
C -1.1362 2.2292 4.5768 -0.03 0.13 -0.14 0.00
C -1.0064 2.2630 3.1502 -0.28 -0.35 0.21 -0.47
N -1.3161 1.2130 2.3964 0.37 0.25 0.73 -0.02
C -1.9294 0.1379 2.9201 -0.26 -0.24 0.28 -0.63
O -2.2565 -0.8429 2.2201 -0.24 -0.07 1.33 -0.26
N -0.5491 3.3552 2.5422 0.04 0.96 0.20 0.15
H -2.6418 -1.3047 5.7606 0.04 0.00 0.06 0.08
H -3.1501 -1.7066 4.1074 0.02 -0.02 -0.04 0.08
H -4.0607 -0.5085 5.0408 0.00 0.05 -0.01 0.10
H -2.0204 1.0766 6.1264 -0.04 -0.02 0.02 0.13
H -0.8548 3.0755 5.1882 -0.08 -0.04 -0.07 0.10
H -0.7384 4.2616 3.0348 0.08 -0.48 -0.20 -0.02
H -0.7947 3.3869 1.5621 -0.07 0.05 0.00 0.09
```
Forces are in eV/Å.

Results
* HOMO energy (spin up / spin down): -3.64 / -3.69 eV
* multiplicity: 1
* net charge: -1
* Kohn-Sham gap (spin up / spin down): 0.1814 / 0.1617 Ha
* relative energy (zero: lowest compared OMol25 entry of this formula, charge and spin): 0.0 kcal per mole


# 4
Density functional theory data (ωB97M-V/def2-TZVPD) for C39H43CeClP2Si2 as an isolated structure in a non-equilibrium geometry.

Structure (XYZ):
```
88
Properties=species:S:1:pos:R:3:forces:R:3:lowdin_charge:R:1
C -1.9969 -1.8013 2.7601 -0.36 -0.05 -0.98 -0.13
C -2.6786 -1.1726 1.6656 0.14 -0.93 -0.04 -0.16
C -2.7725 -2.1335 0.5958 -0.27 -0.22 0.49 -0.25
H -3.0984 -0.1670 1.6893 0.10 -0.34 -0.14 0.11
C -2.1111 -3.3421 1.0353 -0.34 0.51 -0.14 -0.17
C -1.6550 -3.1213 2.3656 0.12 0.15 0.00 -0.13
H -1.1174 -3.8449 3.0053 -0.39 0.55 -0.65 0.13
H -1.8290 -1.3566 3.7432 0.06 -0.16 -0.42 0.12
H -3.1036 -1.9069 -0.4302 -0.42 -0.48 1.14 0.07
H -1.9254 -4.2489 0.4392 -0.30 0.54 0.36 0.15
Ce -0.4319 -1.5371 0.3212 0.92 -1.62 5.18 0.70
Si -1.0615 -1.4415 -2.4312 0.88 -1.78 -5.78 0.63
C -0.8291 0.0934 -3.6197 -1.34 -0.12 1.50 -0.30
C 0.3443 0.3446 -4.3391 0.12 0.19 -0.26 -0.09
H 1.2471 -0.2810 -4.2363 -0.59 0.14 -0.04 0.13
C 0.3722 1.4041 -5.2523 0.73 -0.56 0.47 -0.07
H 1.2873 1.5906 -5.8020 -0.08 -0.02 -0.14 0.11
C -0.7337 2.2124 -5.4228 0.04 0.58 -0.37 -0.09
H -0.7016 3.0434 -6.1294 -0.05 -0.28 0.15 0.12
C -1.8503 1.9966 -4.6567 -1.34 0.40 0.69 -0.08
H -2.7149 2.6591 -4.7151 0.25 -0.06 -0.26 0.12
C -1.9197 0.9597 -3.7228 0.75 -0.14 -0.60 -0.08
H -2.8106 0.8009 -3.1078 0.18 0.12 -0.32 0.11
C -0.4937 -2.7494 -3.8576 -0.21 0.33 0.82 -0.21
C -0.9117 -2.4650 -5.1650 0.03 0.17 0.05 -0.11
H -1.6673 -1.6867 -5.3395 0.37 -0.39 0.01 0.11
C -0.3454 -3.1169 -6.2578 -0.54 0.31 -0.22 -0.07
H -0.7065 -2.8585 -7.2523 0.15 -0.10 0.16 0.12
C 0.6419 -4.0743 -6.0889 -0.22 0.19 0.01 -0.07
H 1.0864 -4.5565 -6.9537 -0.03 0.01 0.18 0.12
C 1.0204 -4.4049 -4.8006 0.47 -0.61 0.59 -0.08
H 1.7624 -5.1977 -4.6471 -0.28 0.36 -0.04 0.12
C 0.4656 -3.7749 -3.6845 -0.31 0.29 0.00 -0.09
H 0.7923 -4.1056 -2.6858 -0.27 0.19 -0.59 0.09
H -2.5272 -1.6067 -1.9301 1.02 1.11 -0.49 0.07
Si 1.9688 2.6981 -1.5750 -4.71 -3.67 -0.26 1.20
C 1.8699 0.8489 -1.1317 1.95 1.22 -0.24 -0.27
C 0.6610 0.1625 -1.1903 1.49 2.44 -2.40 -0.33
H -0.3020 0.7144 -1.1602 0.53 0.04 -0.36 0.11
C 0.7664 -1.0773 -1.7704 -1.79 -1.40 2.74 -0.37
H -0.7251 -2.5056 -1.4245 -0.65 -2.10 1.70 -0.04
C 1.7688 -1.9879 -1.3357 1.67 2.11 -0.66 -0.13
H 1.6273 -3.0410 -1.1565 0.09 -0.27 -0.83 0.07
C 3.0054 -1.3539 -1.0344 0.27 0.00 -0.13 0.01
H 3.9571 -1.9345 -0.9000 -1.22 0.56 0.17 0.16
C 3.0533 0.0632 -1.0647 0.59 -0.15 -0.30 -0.03
H 4.0437 0.5701 -1.0499 -0.81 -0.49 0.03 0.13
C 0.2686 3.4653 -1.5601 0.52 0.80 -2.23 -0.32
C -0.6772 3.3004 -0.5492 -0.50 -0.35 0.18 -0.10
H -0.4568 2.7108 0.3378 0.03 0.07 -0.15 0.06
C -1.9464 3.8850 -0.6735 -0.15 0.29 -0.27 -0.04
H -2.7094 3.7519 0.1165 0.65 0.06 -0.47 0.12
C -2.2683 4.6497 -1.8152 0.94 -0.39 0.16 -0.03
H -3.2592 5.0870 -1.9258 0.26 -0.12 0.02 0.12
C -1.2817 4.8510 -2.7974 -0.63 0.44 -0.15 -0.06
H -1.5251 5.4432 -3.6981 0.20 -0.33 0.66 0.13
C -0.0143 4.2931 -2.6592 -0.69 -0.21 0.10 -0.11
H 0.7327 4.4556 -3.4362 -0.23 0.01 0.08 0.10
H 2.3868 3.1868 -0.4568 3.78 2.69 3.78 -0.05
Cl 1.3558 -3.1858 1.4503 -0.43 0.36 -0.95 0.22
C 3.0385 -0.9395 3.8818 0.04 -0.04 -0.21 -0.25
P 1.2586 -1.3869 3.9904 -0.16 0.44 0.99 0.81
C 1.3116 -2.8609 5.0623 0.02 -0.33 -0.16 -0.27
C 0.7010 -0.1415 5.2166 -0.32 0.55 -0.42 -0.40
C 0.9371 -0.1855 6.5949 -0.17 0.18 -0.02 -0.07
C 0.4848 0.8550 7.4125 0.34 -0.54 0.24 -0.06
C -0.1803 1.9316 6.8569 -0.36 0.67 -0.18 -0.06
C -0.4138 1.9982 5.4788 0.00 -0.06 -0.19 -0.08
C 0.0098 0.9603 4.6395 0.51 -0.89 0.53 -0.38
P -0.1049 0.9752 2.7827 -0.12 0.42 0.39 0.88
C -1.5554 2.0717 2.5986 -0.42 0.38 -0.23 -0.29
C 1.2809 2.1421 2.4652 0.12 0.06 0.00 -0.24
H 3.3445 -1.0714 2.8400 0.28 0.03 0.17 0.02
H 3.6073 -1.6123 4.5333 0.10 0.28 -0.23 0.05
H 3.1909 0.1021 4.1953 0.03 -0.34 -0.13 0.04
H 2.2622 -2.8715 5.6062 -0.26 -0.23 0.02 0.05
H 0.4759 -2.8370 5.7701 0.14 -0.10 -0.19 0.05
H 1.2321 -3.7449 4.4226 0.12 -0.04 0.28 0.02
H 1.4773 -1.0223 7.0459 -0.20 0.26 -0.20 0.11
H 0.6687 0.8097 8.4944 -0.11 0.07 -0.55 0.12
H -0.5287 2.7549 7.4981 0.18 -0.46 -0.36 0.12
H -0.9250 2.8672 5.0665 0.07 -0.15 0.15 0.10
H -1.2593 3.1284 2.6517 -0.22 -0.21 0.03 0.05
H -2.0408 1.8867 1.6329 -0.01 0.16 0.21 0.01
H -2.2805 1.8663 3.3957 0.11 0.01 -0.24 0.06
H 0.9385 3.1695 2.6379 0.22 -0.16 -0.03 0.06
H 2.1014 1.9205 3.1591 -0.15 0.06 -0.29 0.05
H 1.6405 2.0303 1.4376 0.09 0.13 0.07 -0.01
```
Forces are in eV/Å.

Results
* HOMO energy (spin up / spin down): -12.54 / -12.53 eV
* multiplicity: 1
* net charge: +2
* Kohn-Sham gap (spin up / spin down): 0.0958 / 0.0947 Ha


# 5
Density functional theory data (ωB97M-V/def2-TZVPD) for H3NO2S2 as an isolated structure in a non-equilibrium geometry.

Structure (XYZ):
```
8
Properties=species:S:1:pos:R:3:forces:R:3:nbo_charge:R:1
N 1.2877 -0.5616 -0.2659 1.22 -0.49 1.32 -1.05
O -0.7561 -0.0539 1.2783 -0.32 0.10 1.06 -0.87
O -1.3568 0.1814 -1.0154 -0.58 -0.20 -3.04 -0.94
S -1.7417 0.7725 0.2222 0.40 2.53 1.55 1.36
S -0.0325 -1.2673 0.4807 2.47 -1.31 0.04 0.73
H 1.2267 -0.3814 -1.2624 0.10 -0.02 0.36 0.40
H 2.2577 -0.6146 0.1950 -2.36 0.10 -1.18 0.40
H -0.8850 1.9249 0.3675 -0.93 -0.70 -0.11 -0.02
```
Forces are in eV/Å.

Results
* HOMO energy: -8.79 eV
* multiplicity: 1
* net charge: 0
* Kohn-Sham gap: 0.3494 Ha
* relative energy (zero: lowest compared OMol25 entry of this formula, charge and spin): 16.7 kcal per mole